21
Properties=species:S:1:pos:R:3:forces:R:3 method="wB97M-V/def2-TZVPD" largest_force_ha_per_bohr=0.063 e_above_lowest_kcal_mol=23.3 total_charge=-1 homo_energy_ha=-0.1237 energy_ev=-11537.532
C -1.482443 0.773740 -0.662828 -1.68 -1.41 2.02
O -1.848544 -0.577398 -0.551967 0.84 0.41 0.11
C -0.672580 1.214781 0.599002 0.61 -0.21 -1.02
C 0.826464 0.812477 0.514262 -0.90 0.95 -1.27
C 1.167458 -0.659676 0.163704 -2.47 -0.43 2.02
C 2.042939 -0.804181 -1.012038 1.73 0.25 -2.63
O 3.257219 0.016939 -1.065410 0.02 0.40 0.74
H -0.925555 1.033114 -1.566235 0.21 0.13 -0.33
H -2.488608 1.252620 -0.652968 0.68 1.03 -0.29
H -0.679813 2.317483 0.649663 -0.07 -0.18 0.31
H -1.032895 0.779769 1.533969 -0.65 0.23 -0.27
H 1.199184 1.276621 1.422000 1.02 -0.48 0.14
H 1.144243 1.427327 -0.343996 0.46 0.05 0.23
H 1.546211 -1.183951 1.054348 0.35 0.19 -0.22
H 0.116060 -1.141381 0.021528 1.62 0.58 -0.46
H 2.588118 -1.762908 -1.150396 -1.30 -0.02 0.25
H 1.532096 -0.530614 -1.981795 -0.05 -0.59 1.04
H 3.081110 0.901361 -0.721978 -0.23 -0.16 -0.03
H -2.470902 -0.551756 0.792715 -0.85 -1.45 0.40
H -2.223191 -1.001680 2.305719 -0.18 -0.08 0.05
O -2.982612 -0.868995 1.726981 0.85 0.79 -0.80